Below is C35H44AsBBrCl2F4IN4O2PSYb as an isolated structure in a non-equilibrium geometry, with properties calculated with wB97M-V/def2-TZVPD.

Geometry as XYZ:
```
98
Properties=species:S:1:pos:R:3:lowdin_spin:R:1
Yb 14.2027 12.2398 12.2615 0.0028
O 11.0731 18.4867 15.6741 0.0001
N 10.7940 17.6696 14.7415 0.0000
O 9.8737 17.8253 13.8539 -0.0002
C 11.5267 16.4946 14.7834 0.0005
C 12.5666 16.4103 15.6813 0.0006
C 13.5526 15.4324 15.5849 0.0016
C 14.6823 15.4231 16.4546 0.0002
C 15.7589 14.6263 16.1921 -0.0001
C 15.6607 13.7664 15.0721 0.0003
N 14.6926 13.8408 14.1587 0.0004
C 13.5653 14.5563 14.4180 0.0087
C 12.4011 14.5250 13.5754 0.0220
N 12.2731 13.4893 12.7388 0.0175
C 11.2107 13.4204 11.9710 0.0069
C 10.2250 14.4097 11.8959 0.0009
C 10.2383 15.4108 12.8806 0.0009
C 11.3229 15.4768 13.7492 0.0066
H 12.5508 17.1441 16.4688 0.0000
H 14.6517 16.1347 17.3024 0.0000
H 16.7129 14.6191 16.7699 0.0000
H 16.5110 13.1326 14.8831 0.0000
H 11.0617 12.5005 11.3770 0.0001
H 9.4000 14.3434 11.2024 0.0001
H 9.5115 16.2134 13.0309 0.0000
Cl 12.5985 13.1635 8.6971 0.0000
C 14.0184 13.7624 7.9616 0.0001
C 14.0205 13.7053 6.5160 0.0000
C 15.0434 14.3590 5.7955 0.0000
C 16.0802 14.9019 6.5536 0.0000
C 16.0551 14.9836 7.9270 0.0001
Cl 17.4243 15.6776 8.6066 0.0000
C 15.0252 14.3994 8.7477 0.0000
S 15.0613 14.4121 10.4641 0.0003
H 13.2998 13.0801 6.0039 0.0000
H 14.9364 14.4084 4.7448 0.0000
H 16.9646 15.3727 6.1474 0.0000
C 12.1423 8.5057 16.7876 0.0203
As 10.6035 9.7236 17.0819 0.2919
C 8.8926 8.7481 16.5906 0.0673
C 10.8142 9.7898 19.0335 0.0754
H 11.8071 7.5590 16.3277 0.0025
H 12.6991 8.3334 17.6962 0.0021
H 12.8229 9.0480 16.1017 0.0027
H 8.2861 8.6750 17.5533 0.0031
H 9.1107 7.7507 16.1819 0.0070
H 8.5067 9.3575 15.8114 0.0025
H 11.8988 9.8398 19.2016 0.0013
H 10.4017 8.9549 19.6034 0.0114
H 10.3939 10.7625 19.2727 0.0018
I 11.0872 11.8195 15.5744 0.4389
C 7.5075 10.8552 11.1193 0.0000
C 6.8925 9.4217 11.2042 0.0000
C 5.6030 9.4725 10.4131 0.0000
P 8.3422 8.3394 10.8485 0.0000
C 8.1006 7.4614 9.2511 0.0000
C 8.1700 8.3274 7.8949 0.0000
C 6.9569 6.4299 9.1215 0.0000
C 8.2922 7.2762 12.3571 0.0001
C 9.6344 6.5575 12.5728 0.0001
C 7.0710 6.4134 12.5763 0.0001
H 6.7983 11.5335 11.6403 0.0000
H 7.7876 11.1454 10.0928 0.0000
H 8.4593 11.0126 11.7128 0.0000
H 6.6279 9.3173 12.2470 0.0000
H 5.7061 9.6492 9.2810 0.0000
H 4.9804 10.2903 10.7856 0.0000
H 5.0674 8.5008 10.4958 0.0000
H 9.0779 6.9605 9.0916 0.0000
H 7.3751 9.1192 7.9135 0.0000
H 8.0479 7.7009 6.9928 0.0000
H 9.1284 8.8458 7.8430 0.0000
H 6.9574 5.9891 8.1241 0.0000
H 5.9913 6.9135 9.2230 0.0000
H 7.0882 5.5765 9.7996 0.0000
H 8.2599 7.9867 13.2161 0.0001
H 9.9113 5.7750 11.8271 0.0000
H 9.6701 5.9888 13.5802 0.0001
H 10.5028 7.2408 12.6813 0.0000
H 7.2204 5.3422 12.3846 0.0000
H 6.2429 6.7918 11.9041 0.0000
H 6.7692 6.5018 13.6523 0.0000
Br 18.8409 10.1328 10.0312 0.0000
C 17.8460 10.1258 11.6464 0.0000
C 17.5579 8.9211 12.3491 0.0000
C 16.7151 8.9849 13.4156 0.0000
C 15.9836 10.1779 13.6337 0.0000
N 16.1676 11.2834 12.8743 0.0000
C 17.2033 11.3227 12.0386 0.0000
H 17.9936 7.9990 11.9857 0.0000
H 16.4962 8.1064 14.0337 0.0000
H 15.1434 10.2217 14.3413 0.0000
H 17.5234 12.2198 11.5440 0.0000
F 13.7701 8.5398 11.5640 0.0000
B 13.3170 9.8203 11.5318 0.0001
F 13.5296 10.3105 12.8847 0.0004
F 12.0611 10.1269 11.1042 0.0001
F 14.2501 10.6667 10.7016 0.0000
```

Values from the calculation:
* expectation value of S²: 0.7534
* DFT total energy: -10080.0990 Eh
* LUMO (spin up / spin down): -2.1 / -2.1 eV
* 2S+1: 2
* orbital gap (spin up / spin down): 4.472 / 4.480 eV
* HOMO level (spin up / spin down): -6.539 / -6.547 eV
* relative energy (zero: lowest compared OMol25 entry of this formula, charge and spin): 31.0 kcal per mole

***

Below is C35H44BN8O2S3Zn as an isolated structure, with properties calculated with wB97M-V/def2-TZVPD.

Geometry as XYZ:
```
94
Properties=species:S:1:pos:R:3:lowdin_charge:R:1
Zn -0.9586 -0.0279 0.6286 0.3881
O -2.0592 -0.1355 -1.0302 -0.1700
C -2.6967 -1.1654 -1.4784 -0.3758
C -2.9179 -1.2884 -2.8774 -0.0447
C -3.5752 -2.3634 -3.4256 -0.1089
C -4.0844 -3.3887 -2.6185 -0.1354
C -3.9146 -3.2841 -1.2555 -0.0833
C -3.2330 -2.2121 -0.6641 -0.1667
C -3.1638 -2.1819 0.7834 -0.0991
N -2.4215 -1.3735 1.4338 -0.0572
N -2.5337 -1.4007 2.8108 0.0672
C -1.8786 -0.3847 3.3139 -0.4743
O -1.2015 0.4896 2.6678 -0.1469
C -1.9768 -0.2320 4.8006 -0.1395
C -1.8181 1.0260 5.3707 -0.0413
C -1.9176 1.1948 6.7445 -0.0936
C -2.1656 0.1020 7.5634 -0.1119
C -2.3235 -1.1577 6.9984 -0.0970
C -2.2366 -1.3234 5.6248 -0.0348
H -2.5049 -0.5072 -3.4996 0.0699
H -3.6955 -2.4170 -4.5025 0.0945
H -4.6060 -4.2323 -3.0520 0.0827
H -4.3160 -4.0516 -0.5996 0.1013
H -3.7951 -2.8731 1.3481 0.1207
H -1.6192 1.8661 4.7187 0.1005
H -1.8007 2.1814 7.1773 0.0951
H -2.2368 0.2303 8.6367 0.0909
H -2.5155 -2.0144 7.6332 0.0935
H -2.3680 -2.2945 5.1673 0.1035
C 0.1618 2.3535 -5.8282 -0.0490
C -0.1079 2.8799 -4.4186 -0.5515
C -0.1780 4.4083 -4.4449 -0.0621
C -1.4460 2.3592 -3.8836 -0.0516
N 1.0078 2.4719 -3.5308 -0.0102
C 1.9827 3.3345 -3.0499 -0.0667
C 2.8011 2.6121 -2.2713 -0.0908
N 2.3554 1.3050 -2.2573 0.0218
B 2.9699 0.3878 -1.1749 -0.6015
N 2.7606 1.0030 0.2400 0.0183
C 3.7727 0.8840 1.1615 -0.0630
C 3.3915 1.5139 2.2825 -0.0584
N 2.1297 2.0406 2.0545 0.0208
C 1.7366 1.6888 0.7966 -0.6378
S 0.2466 2.0131 -0.0043 0.7356
C 1.4974 2.8605 3.1342 -0.5276
C 0.1356 3.4384 2.7714 -0.0868
C 2.4457 4.0286 3.4292 -0.0389
C 1.3456 1.9569 4.3582 -0.0248
N 2.5357 -1.0919 -1.2878 0.0358
C 3.0185 -1.8027 -2.3608 -0.1055
C 2.4160 -2.9988 -2.3765 -0.0770
N 1.5479 -3.0412 -1.2964 0.0124
C 1.6417 -1.8582 -0.6240 -0.6081
S 0.9750 -1.4922 0.9270 0.7241
C 0.5863 -4.1841 -1.1886 -0.5265
C -0.4105 -4.0340 -2.3382 -0.0151
C 1.3862 -5.4843 -1.3274 -0.0440
C -0.1743 -4.2514 0.1300 -0.0804
C 1.2673 1.2035 -3.0721 -0.7071
S 0.4915 -0.2164 -3.5541 0.6951
H -0.6516 2.6443 -6.4972 0.0839
H 0.2296 1.2665 -5.8023 0.0363
H 1.0977 2.7620 -6.2168 0.0829
H -1.0644 4.7005 -5.0067 0.0817
H 0.6856 4.8515 -4.9445 0.0767
H -0.2636 4.8159 -3.4368 0.0906
H -2.2545 2.9126 -4.3659 0.0823
H -1.5216 2.4813 -2.8018 0.0884
H -1.5604 1.3030 -4.0949 0.0135
H 2.0064 4.3825 -3.2722 0.1020
H 3.6543 2.9203 -1.6924 0.1197
H 4.1735 0.4027 -1.3436 0.1187
H 4.6785 0.3538 0.9305 0.1188
H 3.9046 1.6345 3.2167 0.1108
H 0.1863 4.0839 1.8974 0.0605
H -0.1840 4.0358 3.6302 0.0868
H -0.5956 2.6565 2.5908 0.0366
H 2.5921 4.6329 2.5323 0.0911
H 3.4205 3.6953 3.7854 0.0698
H 2.0038 4.6591 4.2018 0.0840
H 0.6976 1.1170 4.1107 0.0767
H 0.8893 2.5220 5.1727 0.0869
H 2.3063 1.5781 4.7098 0.0761
H 3.7183 -1.3663 -3.0500 0.1245
H 2.4912 -3.7969 -3.0884 0.1121
H 0.0946 -4.0480 -3.3059 0.0850
H -0.9522 -3.0917 -2.2535 0.0732
H -1.1361 -4.8486 -2.3092 0.0908
H 1.8486 -5.5965 -2.3073 0.0668
H 0.7068 -6.3256 -1.1888 0.0842
H 2.1645 -5.5393 -0.5644 0.0919
H -0.8268 -3.3973 0.2752 0.0309
H 0.4946 -4.3171 0.9860 0.0697
H -0.7896 -5.1536 0.0890 0.0891
```

Values from the calculation:
* DFT total energy: -4947.7044 Eh
* LUMO: 2.5 eV
* charge: -1
* orbital gap: 6.790 eV
* HOMO level: -4.280 eV
* relative energy (zero: lowest compared OMol25 entry of this formula, charge and spin): 0.0 kcal per mole

***

- Look up the DFT total energy of the second one.
  -4947.7044 Eh

***

- The lowest DFT total energy belongs to which entry?
  C35H44AsBBrCl2F4IN4O2PSYb

***

- Look up the relative energy (zero: lowest compared OMol25 entry of this formula, charge and spin) of the second one.
  0.0 kcal per mole

***

- Which value of DFT total energy does entry 2 give?
  -4947.7044 Eh